# 1
Here is a cluster of 2 separate species, C14H16O2 in total in a non-equilibrium geometry from the Open Molecules 2025 dataset. Energies are from ωB97M-V/def2-TZVPD.

SMILES string: Cc1ccc(O)cc1.Cc1ccc(O)cc1
F_max in eV Å⁻¹: 1.242

Each line ends with the Löwdin charge.
Element x y z (Å)
C  -2.267  -1.326  -2.929  -0.0565
C  -1.014  -0.540  -2.646  -0.2921
C  -1.021  0.825  -2.435  -0.0543
C  0.148  1.565  -2.286  -0.0444
C  1.329  0.880  -2.153  -0.3461
O  2.518  1.460  -1.790  0.0460
C  1.392  -0.483  -2.483  -0.0086
C  0.230  -1.184  -2.697  -0.0478
H  -2.047  -2.158  -3.606  0.0754
H  -3.073  -0.746  -3.368  0.0737
H  -2.658  -1.807  -2.026  0.0764
H  -1.933  1.399  -2.525  0.1130
H  -0.011  2.628  -2.363  0.1159
H  2.413  2.420  -1.777  0.1091
H  2.367  -0.937  -2.432  0.1174
H  0.274  -2.215  -3.013  0.1110
C  -1.448  -2.678  2.616  -0.0574
C  -0.741  -1.359  2.484  -0.2942
C  -0.475  -0.796  1.247  -0.0266
C  0.137  0.442  1.134  0.0027
C  0.524  1.112  2.278  -0.3265
O  1.025  2.369  2.120  0.0459
C  0.284  0.563  3.534  -0.0242
C  -0.372  -0.654  3.616  -0.0572
H  -1.011  -3.258  3.430  0.0773
H  -1.318  -3.274  1.716  0.0704
H  -2.523  -2.567  2.695  0.0769
H  -0.719  -1.309  0.324  0.1049
H  0.366  0.946  0.208  0.0938
H  1.272  2.766  2.962  0.1028
H  0.517  1.127  4.428  0.1090
H  -0.536  -1.114  4.590  0.1144

Forces on the atoms, in the same order (eV/Å):
0.0 -0.6 0.2
0.0 -0.3 -0.2
-0.1 0.1 -0.6
-1.0 -0.3 0.0
1.0 -0.2 -0.6
-0.2 0.2 -0.3
-0.1 0.6 1.1
-0.3 0.3 -0.4
0.0 0.2 -0.1
0.0 0.2 0.0
0.0 0.2 0.0
-0.2 -0.2 0.1
0.7 0.3 0.5
0.0 -0.1 0.1
0.1 -0.2 -0.2
0.0 -0.2 0.2
0.4 -0.2 -0.5
-0.3 -0.1 -0.1
0.2 0.3 -0.6
0.3 0.1 0.3
-0.5 0.2 0.6
0.4 0.4 -0.2
-0.3 0.1 -0.3
0.4 -0.2 0.5
-0.4 0.0 0.2
0.2 -0.1 -0.2
-0.2 0.1 0.5
-0.1 -0.1 0.1
-0.2 -0.3 -0.2
-0.1 -0.2 0.0
0.2 0.0 0.1
-0.1 0.2 -0.1



# 2
Here is the molecule C5H12N3PS in a non-equilibrium geometry from the Open Molecules 2025 dataset. Energies are from ωB97M-V/def2-TZVPD.

SMILES string: NP(N)(=S)N=C1CCCC1
F_max in eV Å⁻¹: 3.624

Each line ends with the Löwdin charge.
Element x y z (Å)
N  1.838  -0.315  2.098  -0.1231
P  2.142  -0.378  0.430  0.1427
N  3.080  -1.746  0.128  -0.1577
S  2.888  1.244  -0.342  0.1875
N  0.619  -0.961  -0.184  -0.0224
C  -0.372  -0.227  -0.248  -0.3926
C  -1.642  -0.725  -0.894  -0.1531
C  -2.553  0.408  -1.132  -0.1967
C  -2.038  1.491  -0.173  -0.1772
C  -0.535  1.233  -0.052  -0.1776
H  2.658  -0.175  2.758  0.0879
H  1.181  -0.903  2.480  -0.0022
H  2.680  -2.699  0.162  0.0546
H  3.975  -1.784  -0.354  0.0420
H  -1.449  -1.186  -1.779  0.0888
H  -2.028  -1.374  -0.095  0.1368
H  -2.258  0.773  -2.086  0.1014
H  -3.687  0.191  -0.900  0.1552
H  -2.477  1.321  0.833  0.1210
H  -2.029  2.510  -0.604  0.1178
H  0.054  1.519  0.764  0.0751
H  -0.047  1.782  -0.810  0.0917

Forces on the atoms, in the same order (eV/Å):
3.0 2.0 -0.4
-0.2 -1.2 -0.3
0.1 -0.9 -0.1
0.0 -0.5 0.4
3.0 -1.2 1.5
-1.5 1.6 -2.4
-0.4 -0.5 3.5
-1.6 1.3 1.6
0.8 0.5 1.1
-0.7 -0.9 0.0
-1.4 -0.2 -1.5
-1.7 -1.7 0.8
0.0 1.2 0.1
-0.5 0.8 0.2
0.7 -2.1 -2.1
-0.2 -0.5 -0.6
-0.9 0.3 -1.3
2.2 0.5 -1.2
-0.2 0.8 -0.6
-1.3 -0.3 0.7
0.1 0.8 1.9
0.8 0.2 -1.5



# 3
Here is the ion C3H6O8S3 with charge -2 in a non-equilibrium geometry from the Open Molecules 2025 dataset. Energies are from ωB97M-V/def2-TZVPD.

SMILES string: CSC(C)(OS(=O)(=O)[O-])OS(=O)(=O)[O-]
Total charge: -2
F_max in eV Å⁻¹: 5.564

Each line ends with the Löwdin charge.
Element x y z (Å)
C  0.020  -0.354  -2.634  -0.3943
S  -0.689  0.731  -1.387  0.9033
C  -0.039  0.097  0.205  -0.8327
C  -0.126  1.117  1.243  -0.0991
O  1.076  -0.557  -0.005  -0.2074
S  2.499  0.284  -0.197  0.4891
O  3.345  0.161  1.001  -0.3578
O  2.210  1.723  -0.521  -0.3843
O  3.047  -0.486  -1.346  -0.3813
O  -1.135  -1.086  0.410  -0.2892
S  -2.256  -0.862  1.591  0.3677
O  -3.001  -2.079  1.341  -0.3739
O  -1.677  -0.768  2.935  -0.3671
O  -3.046  0.336  1.243  -0.3927
H  0.873  -0.838  -2.252  -0.0120
H  0.081  0.219  -3.508  -0.0063
H  -0.610  -1.333  -2.758  0.0681
H  -1.250  1.210  1.565  0.0922
H  0.127  0.548  2.154  0.0923
H  0.549  1.937  0.919  0.0854

Forces on the atoms, in the same order (eV/Å):
-2.6 -2.9 1.6
-0.5 1.1 -0.5
-5.1 -1.2 -1.9
-1.5 -0.4 2.1
2.7 -1.0 0.7
3.3 1.5 -2.0
-1.7 -0.3 -0.6
-0.1 -2.8 0.7
-0.8 1.0 1.5
2.1 2.1 1.6
-1.8 -0.6 -0.6
-0.2 -0.5 0.4
0.4 -0.1 -0.9
0.9 -0.4 0.2
1.8 0.4 0.0
0.5 0.5 -1.3
0.3 1.9 -0.2
2.0 1.2 -1.4
1.0 0.7 -0.1
-0.8 -0.2 0.8



# 4
Here is the molecule C6H9IO2 in a non-equilibrium geometry from the Open Molecules 2025 dataset. Energies are from ωB97M-V/def2-TZVPD.

F_max in eV Å⁻¹: 4.704

Each line ends with the Löwdin charge.
Element x y z (Å)
C  -0.722  -1.625  -0.505  -0.2118
C  1.080  0.245  -0.617  -0.1851
C  0.785  -1.254  -0.544  -0.3420
C  -1.456  -0.603  0.353  -0.6302
C  -0.049  1.106  -0.203  -0.3143
C  0.107  2.314  0.632  -0.0398
O  0.223  0.918  -1.518  0.0469
O  1.386  -1.910  0.542  -0.0433
I  -3.415  0.127  0.085  0.7543
H  -1.249  -1.759  -1.535  0.1443
H  -0.803  -2.549  -0.030  0.0819
H  2.038  0.675  -0.552  0.1414
H  1.346  -1.815  -1.292  0.1441
H  -1.204  -0.674  1.470  0.0664
H  0.833  3.031  0.335  0.0683
H  0.204  2.166  1.730  0.0959
H  -0.901  2.850  0.490  0.1017
H  1.796  -1.246  1.158  0.1214

Forces on the atoms, in the same order (eV/Å):
-1.5 2.3 -2.3
-2.4 -1.3 0.8
0.7 -0.8 -1.0
2.9 3.0 1.0
-0.1 -4.2 2.2
-3.6 1.3 0.3
-0.5 1.2 -1.4
1.2 1.3 3.0
0.4 -0.5 -0.1
1.2 0.5 1.6
0.1 -1.7 0.7
1.4 -0.1 0.0
-0.8 0.5 -1.3
-0.6 0.0 -1.8
0.9 0.3 -0.6
0.0 -0.5 -0.9
1.3 -0.3 0.5
-0.7 -1.0 -0.7



# 5
Here is a cluster of 3 separate species, C19H41BN3OP in total in a non-equilibrium geometry from the Open Molecules 2025 dataset. Energies are from ωB97M-V/def2-TZVPD.

SMILES string: COCCCCB(CCCCN)P(C)C.CCCC#N.CCCC#N
F_max in eV Å⁻¹: 2.002

Each line ends with the Löwdin charge.
Element x y z (Å)
C  3.310  -0.256  1.064  -0.1212
O  2.537  -0.717  -0.069  -0.2286
C  1.982  -1.988  0.285  -0.2413
C  0.727  -2.392  -0.633  -0.1645
C  -0.224  -1.168  -0.983  -0.1925
C  -1.703  -1.428  -0.428  -0.1762
B  -2.463  -0.110  0.121  -0.4474
C  -2.312  1.374  -0.481  -0.1775
C  -2.321  2.552  0.591  -0.2342
C  -0.883  3.265  0.602  -0.2125
C  0.211  2.383  1.375  -0.2457
N  1.559  2.683  0.794  -0.0243
P  -3.687  -0.395  1.613  0.8628
C  -5.236  -1.116  0.740  -0.3157
C  -3.075  -1.854  2.675  -0.3469
H  3.669  0.786  0.837  0.0828
H  4.229  -0.918  1.125  0.0964
H  2.690  -0.267  2.005  0.0979
H  1.590  -2.028  1.354  0.1224
H  2.763  -2.799  0.144  0.1233
H  1.057  -2.868  -1.611  0.1079
H  0.205  -3.225  -0.061  0.0988
H  -0.304  -1.138  -2.116  0.1165
H  0.160  -0.163  -0.657  0.0841
H  -2.328  -1.798  -1.312  0.1131
H  -1.687  -2.288  0.305  0.0708
H  -3.224  1.541  -1.153  0.1175
H  -1.416  1.498  -1.167  0.1007
H  -2.656  2.259  1.623  0.0700
H  -3.048  3.347  0.221  0.1055
H  -0.591  3.438  -0.480  0.0888
H  -0.938  4.287  1.082  0.1036
H  0.001  1.274  1.277  0.1033
H  0.230  2.709  2.458  0.1056
H  1.506  3.386  0.044  -0.0192
H  1.864  1.816  0.343  0.0250
H  -5.667  -0.277  0.118  0.0362
H  -4.827  -1.869  -0.011  0.0363
H  -5.961  -1.569  1.466  0.0373
H  -1.953  -1.934  2.720  0.0295
H  -3.449  -2.794  2.144  0.0325
H  -3.566  -1.878  3.697  0.0336
C  3.385  8.301  -0.072  -0.1132
C  4.188  7.073  0.343  -0.2683
C  3.987  5.883  -0.599  -0.1687
C  2.550  5.479  -0.612  -0.1716
N  1.431  5.165  -0.622  0.1649
H  2.311  8.107  -0.046  0.0707
H  3.582  9.131  0.609  0.0725
H  3.653  8.621  -1.083  0.0768
H  3.904  6.791  1.360  0.1137
H  5.250  7.333  0.366  0.1078
H  4.590  5.035  -0.269  0.1171
H  4.294  6.142  -1.616  0.1186
C  -0.228  -7.479  -2.725  -0.1120
C  -0.103  -7.025  -1.275  -0.2701
C  -1.457  -6.727  -0.626  -0.1840
C  -2.149  -5.630  -1.367  -0.2181
N  -2.687  -4.777  -1.943  0.1465
H  -0.670  -6.702  -3.353  0.0710
H  0.757  -7.707  -3.137  0.0727
H  -0.846  -8.377  -2.804  0.0771
H  0.530  -6.134  -1.234  0.1042
H  0.403  -7.806  -0.700  0.1084
H  -1.317  -6.420  0.413  0.1127
H  -2.091  -7.617  -0.633  0.1169

Forces on the atoms, in the same order (eV/Å):
0.8 0.1 -0.7
-0.3 -0.5 1.6
-1.1 -1.2 -0.9
0.9 0.3 -0.1
-0.7 -0.9 -0.5
0.4 0.4 -0.5
0.4 -0.9 -0.6
-0.4 0.0 0.0
0.5 1.4 -0.7
-0.7 -0.8 0.5
-0.2 1.4 -0.8
-0.1 -1.0 -0.2
-1.0 0.4 1.3
1.3 -0.1 -1.1
-0.6 -1.4 -1.0
-0.5 -1.0 0.3
-1.0 0.6 0.4
0.7 0.0 -0.9
0.7 0.4 -1.1
-0.7 0.8 0.4
-0.1 0.6 1.2
0.4 1.1 -0.7
0.2 0.2 1.4
-0.1 -1.2 -0.2
0.5 0.4 1.1
-0.2 1.0 -0.7
1.0 -0.4 0.7
-1.0 -0.2 0.7
0.4 0.1 -1.1
0.7 -1.0 0.6
-0.2 -0.3 1.3
0.0 -1.1 -0.5
0.1 1.2 0.3
-0.3 -0.7 -1.1
-0.3 -0.7 0.8
0.1 0.5 0.1
0.1 -0.9 0.9
-0.9 0.5 1.0
0.7 0.6 -0.8
-1.1 0.3 0.2
0.6 0.9 0.7
0.8 0.4 -1.2
0.0 0.1 0.0
-0.1 0.3 0.1
-0.7 -0.1 0.3
-0.7 -0.3 -0.3
1.7 1.0 -0.2
0.1 0.0 0.0
0.0 0.0 -0.1
0.0 0.0 0.1
0.1 -0.1 -0.1
0.0 -0.1 0.0
-0.2 -0.1 -0.1
-0.1 -0.1 0.0
0.1 0.0 0.0
0.2 -0.1 -0.2
0.0 0.6 -0.4
-0.6 0.5 -0.2
0.8 -1.1 0.8
0.0 0.0 0.1
-0.1 0.0 0.0
0.0 0.1 0.0
-0.1 0.0 0.1
-0.1 0.1 0.1
-0.1 0.1 -0.1
0.0 0.1 0.0



These records have highest occupied orbital energy values of -0.301; -0.313; -0.068; -0.299; -0.268 Ha, in the order they appear.
These records have E values of -693.545841; -1101.560298; -1914.422096; -682.032083; -1354.130390 Ha, in the order they appear.
These records have relative energy (zero: lowest compared OMol25 entry of this formula, charge and spin) values of 28.1; 0.0; 0.0; 368.5; 168.2 kJ/mol, in the order they appear.